Molecular formula: C19H28EuNO4
Method: DFT, ωB97M-V/def2-TZVPD

Its net charge is -1. The value obtained for the relative energy (zero: lowest compared OMol25 entry of this formula, charge and spin) is 0.0 kcal/mol. The energy is -49164.028 eV. The spin multiplicity is 8. The value obtained for the HOMO-LUMO gap (spin up / spin down) is 4.871 / 5.511 eV. Its expectation value of S² is 15.7600. The LUMO energy (spin up / spin down) is 2.01 / 2.01 eV.

CARTESIAN COORDINATES (ANGSTROEM)
O: 6.301 1.873 -2.681
C: 7.414 0.871 -2.531
C: 8.508 1.881 -2.812
H: 7.352 0.055 -3.265
H: 7.473 0.470 -1.508
C: 7.328 2.890 -2.868
H: 9.023 1.752 -3.765
H: 9.189 2.058 -1.974
C: 7.182 3.605 -4.199
H: 7.119 2.887 -5.030
H: 8.058 4.261 -4.340
H: 6.279 4.234 -4.153
C: 7.430 3.899 -1.729
H: 7.577 3.413 -0.750
H: 6.537 4.542 -1.714
H: 8.305 4.538 -1.933
Eu: 0.326 -0.155 -0.748
C: -0.611 0.300 2.172
C: -0.300 -1.089 2.297
C: 1.122 -1.222 2.304
H: -1.020 -1.895 2.445
C: 1.689 0.078 2.126
C: 0.615 1.025 2.098
H: 0.721 2.110 2.107
H: -1.614 0.723 2.164
H: 1.678 -2.144 2.491
H: 2.753 0.307 2.076
C: -2.163 1.047 -1.028
C: -1.343 2.077 -0.479
C: -0.340 2.414 -1.440
H: -1.485 2.554 0.493
C: -0.535 1.579 -2.591
C: -1.673 0.742 -2.338
H: -2.102 0.007 -3.025
H: -3.034 0.596 -0.545
H: 0.406 3.207 -1.339
H: 0.077 1.581 -3.497
O: 2.748 -0.007 -1.210
C: 3.284 1.295 -0.808
C: 4.764 1.057 -0.603
H: 2.740 1.676 0.078
H: 3.085 1.999 -1.632
C: 5.045 -0.164 -1.495
H: 4.994 0.818 0.441
H: 5.329 1.937 -0.895
C: 3.785 -0.968 -1.427
H: 5.926 -0.727 -1.200
H: 5.174 0.192 -2.519
H: 3.806 -1.637 -0.570
H: 3.539 -1.555 -2.311
O: -1.368 -1.975 -0.233
N: -0.734 -2.890 -0.832
O: 0.376 -2.539 -1.348